DFT (wB97M-V/def2-TZVPD) results for a 2-piece molecular cluster, C7H14Si overall.

- Highest occupied orbital energy: -0.3091 hartree
- E_tot: -564.46418 Eh
- Gap between HOMO and LUMO: 9.19 eV
- Energy above the lowest of the compared OMol25 structures with the same formula, charge and spin: 52.84 kcal per mole
- LUMO level: 0.0288 Eh

Structure (XYZ):
```
22
Properties=species:S:1:pos:R:3:forces:R:3
C -2.49164 -0.41894 0.26954 1.9 1.9 0.0
C -1.48613 0.28786 0.19686 -0.8 -0.8 0.6
C -3.73698 -1.14390 0.46870 0.6 -0.9 0.0
C 0.52323 -1.06339 -1.86058 -0.8 -1.0 1.2
C 1.75031 -0.90504 0.41207 -2.6 0.2 -1.6
C 1.13538 2.36852 0.82187 -0.4 -1.4 2.0
C 1.31706 -0.17184 -0.91216 0.0 0.7 0.5
Si 0.11790 1.15353 -0.16675 0.0 0.6 -5.1
H -4.44516 -0.95251 -0.34042 0.0 0.1 0.1
H -3.47318 -2.23552 0.44200 -0.6 0.9 0.3
H -4.15106 -0.82618 1.43924 0.0 -0.4 -0.4
H 0.48839 -0.66172 -2.84556 0.0 0.2 -0.8
H 0.93685 -2.05342 -1.83419 0.8 -0.6 -0.6
H -0.51184 -1.33726 -1.56426 0.4 0.9 0.1
H 0.71886 -0.92135 0.96802 2.4 -0.6 0.0
H 2.59558 -0.43437 0.87062 0.0 0.4 0.7
H 2.05445 -1.87625 0.06273 0.0 -0.8 0.5
H 0.42418 2.98782 1.40360 0.8 -0.2 0.1
H 1.88068 1.74509 1.46340 -1.5 1.2 -0.7
H 1.74063 2.98723 0.19856 0.2 0.4 -0.7
H 2.22351 0.14157 -1.51028 -1.0 0.3 0.9
H -0.49147 2.03249 -2.02694 0.8 -0.9 2.7
```
Forces are in eV/Å.